[1]
This record from OMol25 describes a molecular structure, C19H38HfSb2Si. The level of theory is ωB97M-V with the def2-TZVPD basis set.

Geometry (Å):
Hf1 -0.235 0.618 0.714
C1 0.328 -0.252 5.747
Sb1 -0.220 -0.456 3.683
C2 -0.865 1.610 3.467
C3 1.759 -0.074 2.886
H1 0.921 0.652 5.879
H2 0.910 -1.118 6.055
H3 -0.573 -0.194 6.354
H4 -1.222 1.935 4.445
H5 -1.703 1.742 2.777
H6 -0.044 2.273 3.180
H7 2.331 0.437 3.660
H8 1.831 0.548 1.973
H9 2.238 -1.017 2.629
C4 -1.755 5.114 1.488
C5 -1.278 4.989 0.047
Sb2 0.123 3.351 -0.210
C6 1.931 4.344 0.416
C7 2.351 4.005 1.841
C8 0.373 3.451 -2.336
C9 -0.681 2.651 -3.090
H10 -2.474 5.927 1.608
H11 -0.922 5.308 2.170
H12 -2.242 4.193 1.820
H13 -0.804 5.910 -0.298
H14 -2.119 4.789 -0.622
H15 1.790 5.418 0.284
H16 2.696 4.022 -0.294
H17 1.594 4.304 2.570
H18 3.283 4.507 2.110
H19 2.514 2.929 1.949
H20 1.370 3.052 -2.531
H21 0.366 4.503 -2.629
H22 -0.665 1.607 -2.769
H23 -0.493 2.680 -4.165
H24 -1.686 3.044 -2.918
C10 1.229 0.671 -0.511
C11 2.297 0.735 -1.460
C12 3.538 1.323 -1.138
C13 4.549 1.434 -2.076
C14 4.367 0.956 -3.368
C15 3.162 0.349 -3.703
C16 2.148 0.234 -2.770
H25 3.690 1.690 -0.128
H26 5.491 1.894 -1.800
H27 5.157 1.049 -4.102
H28 3.016 -0.035 -4.705
H29 1.209 -0.237 -3.035
C17 -3.692 1.450 -0.534
Si1 -2.808 -0.162 -0.007
C18 -3.795 -0.730 1.535
C19 -3.199 -1.434 -1.359
H30 -4.766 1.282 -0.661
H31 -3.297 1.817 -1.485
H32 -3.569 2.249 0.204
H33 -4.854 -0.855 1.290
H34 -3.736 0.000 2.349
H35 -3.429 -1.683 1.924
H36 -4.278 -1.520 -1.512
H37 -2.814 -2.423 -1.103
H38 -2.742 -1.143 -2.307

- E_LUMO (eV) = -0.179
- Kohn-Sham gap (eV) = 5.964
- largest force on an atom (eV/Å) = 0.918
- charge = 0
- energy relative to the best compared isomer or geometry (same formula, charge and spin) (eV) = 0.000



[2]
This record from OMol25 describes 3 unconnected molecules or ions with the total composition C19H38I2O5Si. The level of theory is ωB97M-V with the def2-TZVPD basis set.

Geometry (Å):
C1 -8.072 2.558 0.310
O1 -7.761 1.642 1.419
C2 -6.380 1.795 1.903
C3 -5.402 0.660 1.181
C4 -4.056 1.334 0.497
C5 -2.701 1.184 1.435
C6 -1.415 0.782 0.495
C7 0.005 0.860 1.334
C8 1.333 1.019 0.330
Si1 2.256 2.679 0.696
C9 1.549 4.194 -0.313
I1 -0.110 4.009 -1.788
C10 2.145 5.568 -0.063
C11 1.553 6.920 -0.849
I2 3.812 5.843 1.394
H1 -7.441 3.546 0.292
H2 -9.216 2.896 0.309
H3 -7.908 1.964 -0.708
H4 -5.890 2.842 1.656
H5 -6.361 1.616 3.078
H6 -5.131 -0.137 2.008
H7 -6.032 0.139 0.313
H8 -4.265 2.481 0.241
H9 -3.915 0.805 -0.559
H10 -2.491 2.233 1.943
H11 -2.828 0.378 2.279
H12 -1.273 1.506 -0.443
H13 -1.495 -0.316 0.036
H14 0.000 1.736 2.136
H15 0.101 -0.149 1.940
H16 2.118 0.153 0.575
H17 1.012 0.900 -0.813
H18 3.704 2.614 0.567
H19 1.972 3.006 2.116
H20 2.175 7.827 -0.384
H21 0.412 7.102 -0.595
H22 1.760 6.909 -1.999
C12 1.707 -0.595 -5.112
C13 2.802 -0.099 -4.187
O2 2.597 -0.581 -2.845
C14 3.012 -1.786 -2.391
C15 3.463 -2.818 -3.382
O3 2.947 -2.053 -1.194
H23 1.704 -1.685 -5.186
H24 1.835 -0.181 -6.117
H25 0.724 -0.301 -4.732
H26 3.805 -0.349 -4.546
H27 2.756 0.994 -4.133
H28 2.619 -3.463 -3.638
H29 4.252 -3.420 -2.920
H30 3.893 -2.399 -4.291
C16 2.237 -5.558 4.000
C17 3.361 -5.888 3.038
O4 2.839 -6.319 1.767
C18 2.473 -5.485 0.765
C19 2.323 -4.022 1.060
O5 2.195 -5.933 -0.343
H31 1.624 -4.730 3.637
H32 2.638 -5.286 4.982
H33 1.570 -6.417 4.118
H34 4.068 -5.062 2.914
H35 3.937 -6.730 3.436
H36 1.279 -3.810 1.306
H37 2.605 -3.458 0.165
H38 2.969 -3.663 1.859

- E_LUMO (eV) = -0.523
- SMILES = COCCCCCCC[SiH2]/C(I)=C(/C)I.CCOC(C)=O.CCOC(C)=O
- Kohn-Sham gap (eV) = 8.216
- largest force on an atom (eV/Å) = 5.646
- charge = 0